# 1
Here is a single CH3N3O3 molecule in a non-equilibrium geometry from the OMol25 dataset. Energies are from ωB97M-V with the def2-TZVPD basis set.

Summary:
relative energy (zero: lowest compared OMol25 entry of this formula, charge and spin): 6.328 eV
net charge: 0
spin multiplicity: 1
HOMO level (spin up / spin down): -8.1 / -9.3 eV

CARTESIAN COORDINATES (ANGSTROEM)
C 0.771 -0.188 -0.963
N -1.041 1.168 0.069
N 1.977 -0.403 1.030
N -1.485 0.043 0.114
O -0.229 -0.894 -0.574
O -2.326 -0.752 0.352
O 1.777 0.079 -0.122
H 0.661 0.374 -1.918
H -1.445 1.822 0.781
H 1.341 -1.250 1.232

Forces on the atoms, in the same order (eV/Å):
-2.20 -0.86 0.07
-0.71 1.38 1.86
-0.12 -2.52 3.26
0.23 -0.54 -0.74
2.58 -0.98 -1.40
-0.72 1.06 0.97
-0.23 1.79 -3.39
1.04 -0.26 1.01
-0.30 -0.51 -0.86
0.43 1.44 -0.79

***

# 2
Here is a single C7H9BrO2S molecule in a non-equilibrium geometry from the OMol25 dataset. Energies are from ωB97M-V with the def2-TZVPD basis set.

Summary:
relative energy (zero: lowest compared OMol25 entry of this formula, charge and spin): 1.314 eV
net charge: 0
spin multiplicity: 1
HOMO level: -8.8 eV

CARTESIAN COORDINATES (ANGSTROEM)
C 1.670 2.213 1.241
C 1.443 0.994 1.559
C 0.717 -0.313 -0.848
C 2.426 2.611 -0.100
C 2.041 -0.053 -0.305
C -2.123 -1.085 0.233
C -1.085 -1.658 -0.798
O 0.047 0.557 -1.345
O 0.289 -1.491 -0.508
S 3.183 1.175 -0.826
Br 2.917 -1.745 0.102
H 1.551 2.999 1.967
H 1.017 0.444 2.306
H 1.738 3.065 -0.832
H 3.191 3.321 0.336
H -1.858 -0.061 0.500
H -3.107 -1.212 -0.137
H -2.041 -1.701 1.144
H -1.244 -1.203 -1.693
H -1.170 -2.738 -0.926

Forces on the atoms, in the same order (eV/Å):
1.29 0.86 -1.52
1.23 -1.35 -4.51
-0.01 2.08 0.39
-0.87 0.69 2.24
1.05 0.68 3.53
2.75 -1.13 0.66
-1.31 -1.62 1.95
-0.10 0.28 -0.70
-0.93 -0.87 0.56
0.07 -0.48 -0.29
0.57 0.46 0.06
-0.24 0.43 0.07
-0.90 -1.38 1.71
0.30 0.15 0.58
-0.49 -0.59 -1.33
-0.35 0.01 -0.24
-0.90 0.20 -0.53
-0.12 0.31 -0.15
-0.68 1.16 -2.68
-0.35 0.11 0.18

***

# 3
Here is a 8-piece molecular cluster, C16H48O12 overall in a non-equilibrium geometry from the OMol25 dataset. Energies are from ωB97M-V with the def2-TZVPD basis set.

Summary:
relative energy (zero: lowest compared OMol25 entry of this formula, charge and spin): 0.655 eV
net charge: 0
SMILES string: OCCO.OCCO.OCCO.OCCO.CCO.CCO.CCO.CCO
spin multiplicity: 1
HOMO level: -9.8 eV

CARTESIAN COORDINATES (ANGSTROEM)
C 1.611 2.928 -0.466
C 2.191 2.436 0.826
O 2.975 1.217 0.713
H 1.220 3.992 -0.236
H 0.795 2.338 -0.848
H 2.361 3.135 -1.202
H 1.411 2.349 1.634
H 2.942 3.178 1.192
H 2.522 0.617 0.121
C -4.556 -2.942 -2.801
C -4.402 -2.685 -1.384
O -3.362 -1.660 -1.276
H -5.188 -3.785 -3.051
H -3.621 -3.112 -3.224
H -5.022 -2.141 -3.395
H -4.078 -3.616 -0.792
H -5.362 -2.368 -0.965
H -2.848 -1.765 -0.391
C 0.391 -1.673 0.182
C -0.439 -0.661 0.959
O -1.818 -1.031 1.216
H 0.902 -2.464 0.734
H 1.128 -1.104 -0.451
H -0.272 -2.108 -0.584
H -0.516 0.325 0.434
H 0.058 -0.487 1.894
H -1.818 -1.545 2.023
C 5.997 -0.320 0.583
C 6.261 1.159 0.784
O 5.488 1.980 -0.056
H 4.930 -0.562 0.725
H 6.590 -0.958 1.198
H 6.344 -0.568 -0.464
H 7.322 1.316 0.546
H 5.996 1.375 1.834
H 4.623 1.799 0.334
C -3.632 2.115 0.801
C -3.395 2.527 2.251
O -2.666 1.575 3.038
O -4.555 1.010 0.770
H -2.662 1.811 0.386
H -4.116 2.945 0.316
H -4.371 2.641 2.646
H -2.878 3.472 2.256
H -2.589 0.709 2.644
H -4.154 0.383 0.155
C 5.025 -1.403 -3.230
C 3.629 -1.034 -2.779
O 3.527 -0.932 -1.378
O 6.104 -0.482 -3.033
H 4.995 -1.753 -4.286
H 5.294 -2.272 -2.607
H 2.923 -1.825 -3.110
H 3.292 -0.148 -3.370
H 4.255 -0.440 -1.059
H 5.849 0.394 -3.435
C -1.513 -1.836 4.683
C -1.406 -0.411 5.194
O -2.735 0.074 5.394
O -2.539 -2.000 3.686
H -1.676 -2.430 5.582
H -0.534 -2.121 4.205
H -0.896 0.328 4.480
H -0.883 -0.423 6.140
H -2.912 0.800 4.793
H -3.249 -1.422 4.062
C -1.395 0.753 -3.329
C -2.732 1.412 -3.380
O -3.821 0.516 -3.679
O -1.152 -0.001 -2.135
H -0.574 1.530 -3.322
H -1.267 0.023 -4.123
H -2.797 2.189 -4.131
H -2.892 1.936 -2.477
H -3.746 -0.296 -3.148
H -1.909 -0.504 -1.814

Forces on the atoms, in the same order (eV/Å):
-0.73 2.45 0.93
0.87 0.09 1.19
-0.74 0.78 0.40
0.19 -1.63 -0.32
-0.25 -0.34 -0.23
0.54 -0.39 -0.56
0.62 -0.17 -0.77
-0.66 -0.46 -0.19
-0.12 -0.41 -0.33
-1.71 -0.09 -1.93
0.81 -0.41 2.28
0.46 -0.54 2.34
-0.11 -0.45 0.33
1.74 -0.46 -0.88
0.19 0.24 0.54
-0.35 1.27 -0.95
0.29 0.33 0.32
-1.26 0.33 -1.71
-0.24 0.80 -1.81
-0.28 0.69 -0.38
0.78 0.23 -0.86
-0.22 0.25 0.18
-0.39 -0.65 0.79
0.25 -0.18 0.26
0.26 -0.95 0.18
0.15 0.34 0.78
-0.55 -0.46 0.65
-0.19 -0.05 -2.10
0.68 -0.60 0.65
-0.01 -0.20 0.11
0.45 -0.02 0.02
0.39 -0.29 0.84
-0.72 0.10 0.82
-0.23 0.36 0.45
0.63 0.29 -0.13
-0.72 0.33 -0.66
0.11 -0.92 1.24
0.30 -1.13 -0.99
0.14 0.93 0.44
0.84 0.12 -0.22
-0.24 0.28 -0.41
0.22 0.52 -0.56
-1.02 0.28 0.84
0.35 0.31 0.22
-0.28 -0.39 -0.88
-0.36 -0.25 0.08
0.52 -1.37 -0.15
-0.27 0.22 -1.09
-1.60 -0.49 -0.66
-1.30 1.37 -0.51
-0.03 0.30 0.45
0.13 0.16 -0.34
0.54 0.21 0.31
0.09 0.05 0.79
1.42 0.96 0.49
0.42 -1.29 0.62
1.25 -0.12 -0.77
-0.30 1.70 -1.54
-0.01 -0.66 0.71
0.04 0.76 1.35
-0.27 -0.55 -0.30
-0.89 0.02 0.55
-0.39 -1.25 0.85
0.26 0.13 0.24
0.12 0.43 -0.41
0.33 -0.51 -0.55
1.18 -0.21 0.61
-0.81 -0.69 -0.92
0.49 -0.06 0.29
0.36 0.55 0.61
-0.86 -0.80 -0.32
0.04 0.40 -0.70
0.26 -0.02 -0.52
-0.33 0.42 1.47
0.07 0.48 -0.01
-0.33 -0.04 -0.52

***

# 4
Here is C31H28CoN4PSe as an isolated structure in a non-equilibrium geometry from the OMol25 dataset. Energies are from ωB97M-V with the def2-TZVPD basis set.

Summary:
net charge: +1
spin multiplicity: 4
HOMO level (spin up / spin down): -9.2 / -10.3 eV

CARTESIAN COORDINATES (ANGSTROEM)
Co 12.546 11.279 8.510
C 15.977 13.247 9.654
C 16.778 12.339 8.717
C 18.092 12.742 8.606
C 18.998 12.163 7.764
C 18.614 10.939 7.220
C 17.337 10.372 7.462
C 16.322 11.162 8.091
P 14.598 10.478 8.437
C 14.402 9.332 7.059
C 14.495 9.983 5.839
C 14.034 9.286 4.679
C 13.521 7.997 4.779
C 13.702 7.294 5.968
C 14.061 7.972 7.182
C 14.176 7.155 8.432
C 14.863 9.694 10.018
C 16.035 9.550 10.755
C 15.947 9.191 12.084
C 14.762 9.146 12.848
C 13.597 9.336 12.104
C 13.654 9.643 10.720
C 12.451 9.801 9.958
H 16.198 14.270 9.215
H 16.419 13.315 10.704
H 14.898 13.163 9.755
H 18.380 13.657 9.178
H 19.935 12.624 7.616
H 19.352 10.426 6.563
H 17.097 9.448 6.973
H 14.919 10.921 5.721
H 14.137 9.746 3.660
H 13.168 7.407 3.956
H 13.461 6.212 5.960
H 14.582 6.108 8.138
H 13.229 7.107 8.989
H 14.964 7.583 9.043
H 17.010 9.631 10.354
H 16.852 8.875 12.526
H 14.696 8.961 13.878
H 12.624 9.065 12.500
H 11.640 10.114 10.603
H 12.268 8.929 9.333
Se 9.684 7.348 7.195
N 8.262 8.414 7.519
C 8.608 9.680 7.698
C 7.663 10.703 7.920
C 8.208 11.913 8.319
C 9.616 12.031 8.535
N 10.544 11.080 8.308
C 10.039 9.923 7.813
N 10.849 8.876 7.480
H 6.649 10.598 7.541
H 7.644 12.809 8.542
H 9.903 12.975 9.019
C 12.829 15.445 6.366
C 13.069 14.274 5.711
C 12.892 13.080 6.468
N 12.719 13.065 7.843
C 12.508 14.268 8.452
C 12.529 15.445 7.776
H 12.731 16.426 5.855
H 13.555 14.192 4.806
H 12.805 12.108 6.003
H 12.345 14.319 9.502
H 12.329 16.407 8.243

Forces on the atoms, in the same order (eV/Å):
-1.19 -1.66 1.10
1.14 1.75 0.16
-1.29 -0.53 1.08
0.39 1.93 0.52
-1.25 -1.31 0.30
0.27 -0.87 -0.68
0.09 2.08 -0.54
0.93 -0.68 0.43
3.65 0.01 -0.22
0.02 -0.43 0.84
-1.74 -3.34 -2.24
0.43 1.30 -0.32
1.12 -0.47 0.86
-0.62 0.67 1.12
-0.14 -0.79 -2.23
1.07 -1.29 -0.52
-0.33 1.27 1.27
-0.89 -0.76 0.24
-0.23 0.08 0.94
-0.40 0.40 -3.22
0.51 -0.26 -0.43
0.72 -1.07 1.32
-0.50 0.89 -0.44
-0.66 -0.83 0.69
-0.51 -0.49 -1.34
-0.02 -0.49 -0.24
-0.19 -0.76 -0.59
0.99 0.13 -0.28
-0.81 0.14 0.63
-0.14 -0.40 0.00
0.67 1.74 0.01
-0.25 -0.31 1.20
-0.07 0.27 -0.59
0.21 0.74 0.30
-1.10 1.56 0.56
0.40 -0.23 -0.07
-0.23 -0.14 0.35
0.75 0.04 -0.68
0.98 0.12 0.76
0.30 -0.48 1.17
-0.03 0.55 0.27
-0.62 -0.41 -0.02
-0.49 0.05 0.10
0.63 4.36 0.89
0.02 -0.38 -0.88
0.62 -2.09 0.58
0.59 2.08 -0.58
-0.08 -1.07 -0.05
0.64 -0.86 0.51
-2.18 2.26 -0.61
0.57 -3.38 -1.05
-2.20 -0.01 0.37
-0.01 -0.15 0.71
-0.25 -0.21 -0.21
0.47 -0.47 -0.48
-0.96 1.62 1.56
-0.41 -1.68 2.95
-0.03 1.13 1.72
-0.52 2.84 -2.55
0.66 -0.61 -0.64
0.14 0.73 -2.46
0.64 -0.85 0.22
0.14 0.01 -2.28
0.60 -0.08 -0.17
-0.02 -0.54 0.79
0.02 -0.38 0.13

***

# 5
Here is a single C18H19NO9 molecule in a non-equilibrium geometry from the OMol25 dataset. Energies are from ωB97M-V with the def2-TZVPD basis set.

Summary:
relative energy (zero: lowest compared OMol25 entry of this formula, charge and spin): 0.743 eV
net charge: 0
SMILES string: O=C(O[C@@H]1O[C@H](C(=O)O)[C@@H](O)[C@H](O)[C@H]1O)c1ccc([C@]23CNC(=O)[C@H]2C3)cc1
spin multiplicity: 1
HOMO level: -9.5 eV

CARTESIAN COORDINATES (ANGSTROEM)
O -1.514 1.386 2.009
O 5.614 4.722 -1.644
O -2.105 -2.571 -1.193
O -0.939 -4.097 -0.036
O -1.374 -0.828 1.367
O -5.790 -0.876 -0.534
O -4.279 0.835 0.963
O -5.550 -3.730 0.848
O -2.824 -2.480 1.974
C -0.900 0.457 1.474
C 5.536 3.514 -1.706
C -2.026 -3.292 -0.223
C 1.111 1.934 1.199
C 1.038 -0.193 0.032
C 2.340 2.208 0.566
C 2.251 0.097 -0.556
C 0.425 0.739 0.924
C 2.927 1.290 -0.316
N 6.284 2.804 -0.797
C 5.496 1.619 -0.333
C 4.210 1.408 -2.591
C -2.738 -1.066 1.725
C 4.156 1.617 -1.081
C -4.955 -1.458 0.518
C -3.755 -0.504 0.687
C -4.544 -2.930 0.228
C 4.221 2.819 -1.985
C -3.146 -3.312 0.835
H -0.328 -3.989 -0.778
H -5.923 0.078 -0.342
H -3.576 1.462 1.200
H -6.426 -3.404 0.624
H 0.673 2.727 1.820
H 0.541 -1.100 -0.259
H 2.762 3.210 0.691
H 2.683 -0.621 -1.243
H 6.788 3.370 -0.091
H 5.998 0.686 -0.541
H 5.382 1.631 0.742
H 3.318 1.070 -3.098
H 5.138 1.188 -3.119
H -2.978 -0.555 2.659
H -5.484 -1.428 1.488
H -3.245 -0.403 -0.302
H -4.573 -3.074 -0.859
H 3.342 3.395 -2.150
H -3.261 -4.359 1.207

Forces on the atoms, in the same order (eV/Å):
0.06 -1.84 -0.75
0.38 0.88 -1.97
0.10 -0.40 0.46
-1.25 0.19 0.81
0.70 1.40 -0.37
0.33 -0.75 0.78
0.10 -1.32 0.48
0.76 -0.78 0.18
-0.19 0.73 -0.92
-1.49 1.36 1.32
-1.73 1.65 3.51
0.53 0.67 -1.09
0.19 0.26 -0.44
-0.37 1.06 0.72
-0.62 -0.08 0.08
0.24 -0.16 -0.03
1.71 -1.32 -1.23
-0.78 0.23 0.10
-0.14 -2.15 0.21
0.77 -0.03 -0.26
0.75 0.78 0.64
-0.93 -0.27 0.36
0.92 0.44 -0.47
0.62 2.01 -0.13
0.81 0.47 -1.36
-0.80 1.12 -0.02
0.14 -1.31 -1.04
-0.64 -0.45 0.38
-0.21 0.24 -0.12
0.34 -0.86 0.14
0.09 -0.52 -0.05
0.05 0.19 -0.21
0.06 -0.65 -0.20
-0.29 -0.20 0.19
0.09 -0.42 0.06
0.00 0.05 -0.04
-0.58 -0.57 -1.00
0.46 -0.30 -0.15
-0.31 0.33 0.28
-0.11 0.16 0.10
-0.14 -0.48 0.44
0.31 -0.29 0.21
-0.03 -0.23 -0.36
-0.21 -0.46 0.61
0.30 -0.02 0.15
-0.19 0.76 -0.05
0.20 0.90 0.04

***

# 6
Here is a 2-piece molecular cluster, C5H13N4 overall in a non-equilibrium geometry from the OMol25 dataset. Energies are from ωB97M-V with the def2-TZVPD basis set.

Summary:
relative energy (zero: lowest compared OMol25 entry of this formula, charge and spin): 7.236 eV
net charge: +1
spin multiplicity: 1
HOMO level (spin up / spin down): -13.4 / -13.4 eV

CARTESIAN COORDINATES (ANGSTROEM)
C 0.103 1.822 0.052
C 1.918 0.393 -0.538
C -2.134 0.749 0.519
C 1.418 -1.008 1.356
C -0.806 -0.944 -1.583
N 1.322 1.732 -0.277
N -0.777 0.766 0.131
N 1.052 -0.710 -0.026
N -0.249 -0.461 -0.249
H -0.348 2.732 0.269
H 1.959 0.393 -1.647
H 2.825 0.230 -0.006
H -2.964 0.890 -0.233
H -2.398 -0.331 0.975
H -2.528 1.634 1.066
H 1.754 -0.040 1.998
H 0.623 -1.709 1.728
H 2.459 -1.465 1.283
H -0.148 -0.240 -2.161
H -0.570 -2.051 -1.849
H -1.864 -0.771 -1.566
H -0.649 -1.613 0.759

Forces on the atoms, in the same order (eV/Å):
1.61 -1.23 -0.40
-2.63 1.19 -1.08
-3.81 -1.16 0.36
2.41 1.41 0.69
2.73 -0.19 -0.24
0.61 -0.52 0.60
0.20 -0.91 -0.04
2.74 0.70 -0.53
-3.92 -5.19 2.93
-0.68 1.75 0.35
0.67 -0.60 0.66
0.98 0.46 -0.26
1.34 -0.77 -0.63
0.69 2.59 -0.34
1.40 -0.71 0.87
-1.87 -2.00 -0.99
0.86 0.58 0.43
-1.62 -0.24 0.15
-1.44 -0.84 -0.82
-0.16 2.06 0.97
-0.28 0.38 -0.34
0.14 3.22 -2.35

***

| no. | E_tot (hartree) |
| --- | --- |
| 1 | -429.58323 |
| 2 | -3394.68717 |
| 3 | -1541.16099 |
| 4 | -5542.31649 |
| 5 | -1429.20054 |
| 6 | -416.84301 |